The following is a DFT calculation (ωB97M-V/def2-TZVPD) of a cluster of 3 separate species, C13H12B3F3O11 in total in a non-equilibrium geometry.

Bonds (Å) are listed after each position.
Atoms and positions in Å:
1 O -1.31 -2.71 1.17  C2 1.207
2 C -2.10 -2.03 0.56  O1 1.207, O3 1.380, C11 1.525
3 O -3.40 -2.43 0.34  C2 1.380, B4 1.404
4 B -4.26 -1.32 0.22  O3 1.404, O5 1.385, O10 1.380
5 O -4.79 -1.06 -1.04  B4 1.385, B6 1.391
6 B -4.92 0.31 -1.27  O5 1.391, O7 1.385, H17 1.186
7 O -5.13 1.22 -0.25  B6 1.385, B8 1.374
8 B -5.08 0.67 1.01  O7 1.374, F9 1.327, O10 1.376
9 F -5.60 1.37 2.01  B8 1.327
10 O -4.51 -0.54 1.32  B4 1.380, B8 1.376
11 C -1.70 -0.66 0.02  C2 1.525, C12 1.376, C16 1.385
12 C -1.60 -0.42 -1.33  C11 1.376, C13 1.385, H18 1.085
13 C -1.27 0.85 -1.77  C12 1.385, C14 1.375, H19 1.085
14 C -1.04 1.83 -0.83  C13 1.375, C15 1.394, H20 1.088
15 C -1.12 1.59 0.54  C14 1.394, C16 1.381, H21 1.086
16 C -1.49 0.33 0.97  C11 1.385, C15 1.381, H22 1.088
17 H -4.80 0.69 -2.38  B6 1.186
18 H -1.82 -1.27 -1.97  C12 1.085
19 H -1.23 1.03 -2.84  C13 1.085
20 H -0.77 2.82 -1.19  C14 1.088
21 H -0.92 2.36 1.27  C15 1.086
22 H -1.59 0.13 2.03  C16 1.088
23 O 2.45 2.06 0.05  C24 1.183
24 C 2.67 1.53 1.09  O23 1.183, O25 1.360, O29 1.363
25 O 2.91 0.20 1.23  C24 1.360, C26 1.431
26 C 3.25 -0.02 2.60  O25 1.431, C27 1.508, H30 1.091, H31 1.087
27 C 2.62 1.17 3.28  C26 1.508, F28 1.354, O29 1.418, H32 1.092
28 F 3.34 1.56 4.36  C27 1.354
29 O 2.71 2.18 2.29  C24 1.363, C27 1.418
30 H 4.34 -0.02 2.71  C26 1.091
31 H 2.86 -0.97 2.96  C26 1.087
32 H 1.58 1.03 3.57  C27 1.092
33 O 0.68 -2.10 -1.83  C34 1.184
34 C 1.79 -1.71 -1.96  O33 1.184, O35 1.358, O39 1.364
35 O 2.90 -2.40 -1.60  C34 1.358, C36 1.430
36 C 4.03 -1.64 -2.05  O35 1.430, C37 1.508, H40 1.092, H41 1.088
37 C 3.46 -0.25 -2.14  C36 1.508, F38 1.358, O39 1.415, H42 1.089
38 F 4.05 0.47 -3.13  C37 1.358
39 O 2.11 -0.49 -2.48  C34 1.364, C37 1.415
40 H 4.36 -2.01 -3.02  C36 1.092
41 H 4.85 -1.71 -1.34  C36 1.088
42 H 3.50 0.32 -1.21  C37 1.089

For the LUMO energy, the calculation gives 0.4 eV. The net charge is 0. The HOMO-LUMO gap is 10.085 eV. As for the SMILES: O=C(OB1OBOB(F)O1)c1ccccc1.O=C1OC[C@@H](F)O1.O=C1OC[C@@H](F)O1.

How positive or negative is each atom? The Mulliken charges in e answer that: number 1, O, carries -0.565; number 2, C, carries -0.164; number 3, O, carries -0.561; number 4, B, carries 0.864; number 5, O, carries -0.368; number 6, B, carries 0.640; number 7, O, carries -0.513; number 8, B, carries 0.643; number 9, F, carries -0.254; number 10, O, carries -0.388; number 11, C, carries 0.906; number 12, C, carries -0.053; number 13, C, carries -0.709; number 14, C, carries -0.643; number 15, C, carries -0.905; number 16, C, carries -0.217; number 17, H, carries -0.110; number 18, H, carries 0.351; number 19, H, carries 0.478; number 20, H, carries 0.466; number 21, H, carries 0.558; number 22, H, carries 0.549; number 23, O, carries -0.480; number 24, C, carries 0.722; number 25, O, carries -0.296; number 26, C, carries -0.486; number 27, C, carries 0.320; number 28, F, carries -0.298; number 29, O, carries -0.343; number 30, H, carries 0.296; number 31, H, carries 0.300; number 32, H, carries 0.239; number 33, O, carries -0.481; number 34, C, carries 0.670; number 35, O, carries -0.338; number 36, C, carries -0.497; number 37, C, carries 0.945; number 38, F, carries -0.338; number 39, O, carries -0.260; number 40, H, carries 0.280; number 41, H, carries 0.308; number 42, H, carries -0.267